# 1
Below is CH8OSi2 as an isolated structure at a distorted geometry, with properties calculated with ωB97M-V/def2-TZVPD.

Results
multiplicity = 1
LUMO = 0.0119 hartree
energy relative to the best compared isomer or geometry (same formula, charge and spin) = 203.2 kJ/mol

```
12
Properties=species:S:1:pos:R:3:forces:R:3:mulliken_charge:R:1
C 1.69112 -0.57622 -0.04605 -0.10 4.22 -0.16 -0.38
O 1.47970 1.26463 0.17322 0.25 -3.25 0.21 -0.60
Si -1.51974 0.78323 -0.20462 0.54 1.19 0.31 0.43
Si -0.14724 -1.07830 -0.30779 0.71 0.61 -2.04 0.29
H 2.39795 -0.43299 -0.89409 -0.65 -0.93 0.67 0.27
H 2.17223 -0.86154 0.89725 -0.05 0.27 -0.42 0.27
H 1.83984 1.72849 -0.59518 0.16 -0.58 -0.11 0.28
H -1.52796 1.07648 -1.65166 -0.38 0.02 -0.12 -0.11
H -0.79483 1.96981 0.36872 -0.60 -0.48 0.09 -0.10
H -2.88302 0.68914 0.37370 0.07 -0.22 -0.14 -0.14
H -0.48760 -2.27224 0.43167 -0.05 -0.57 0.29 -0.14
H -0.25023 -1.28429 -1.87001 0.10 -0.27 1.41 -0.08
```
Positions in Å, forces in eV/Å.



# 2
Below is a 2-piece molecular cluster, C9H21N5O4S overall at a distorted geometry, with properties calculated with ωB97M-V/def2-TZVPD.

Results
multiplicity = 1
LUMO = 0.0183 hartree
SMILES = [H]/N=C(\N)NCCC[C@H](N)C(=O)O.N[C@@H](CS)C(=O)O

```
40
Properties=species:S:1:pos:R:3:forces:R:3:mulliken_charge:R:1
C 0.16735 -1.36744 0.02624 0.02 0.09 0.09 0.53
C -1.13468 -1.87182 -0.58267 0.83 -0.25 0.13 -0.05
C 1.34870 -2.08015 -0.65768 -0.02 -0.06 -0.10 -1.00
C 2.71317 -1.68675 -0.09303 -0.01 0.03 0.10 -0.63
C 3.02281 -0.20079 -0.22704 -0.15 0.03 -0.15 -0.46
C 4.89710 1.34962 0.21528 0.02 -0.05 0.11 0.46
C -4.37442 1.17097 0.35661 0.01 0.11 -0.15 0.18
C -3.58100 -0.12642 0.25099 -0.01 -0.04 0.12 0.59
C -3.41556 2.36118 0.25329 -0.07 0.03 0.07 -0.90
H -0.01245 -2.51386 1.67874 0.08 0.11 0.04 0.30
H -0.51151 -0.99343 1.90216 0.00 -0.04 -0.06 0.31
H 0.22942 -0.29381 -0.19458 -0.08 -0.15 -0.02 0.40
H 1.30580 -1.87476 -1.73426 0.03 -0.02 0.15 0.36
H 1.21435 -3.16385 -0.53810 0.02 0.12 -0.01 0.36
H 3.49194 -2.25090 -0.61556 -0.06 0.02 0.02 0.37
H 2.75686 -1.96657 0.96685 0.00 0.05 -0.16 0.31
H 2.89971 0.10216 -1.27509 0.00 -0.06 0.16 0.16
H 2.31001 0.39153 0.36806 0.12 -0.08 -0.08 0.29
H 4.62850 -0.39081 1.07181 -0.02 0.03 -0.12 0.28
H 5.99794 2.65399 1.04763 -0.03 -0.09 0.05 0.21
H 5.05726 2.96842 -0.99191 -0.08 -0.10 0.05 0.25
H 4.49603 1.59360 -1.76272 -0.04 0.05 0.11 0.22
H -2.11479 -1.88536 -2.17452 0.35 0.08 -0.41 0.43
H -5.84893 0.60448 1.65083 0.08 0.11 0.03 0.29
H -4.44451 1.01380 2.37110 -0.09 0.05 -0.02 0.28
H -5.09905 1.21231 -0.46288 0.11 -0.01 0.09 0.32
H -2.68684 2.29574 1.06774 -0.05 0.01 -0.09 0.29
H -3.98604 3.28158 0.39080 0.08 -0.12 -0.04 0.42
H -3.46410 2.57258 -2.12132 0.10 -0.03 0.10 0.11
H -3.22788 -1.58158 -0.86222 -0.43 -0.32 0.62 0.45
N 0.21935 -1.54562 1.46425 -0.14 -0.11 -0.04 -0.63
N 4.39992 0.05143 0.18782 0.04 0.06 0.20 -0.22
N 5.60611 1.72822 1.21041 -0.11 0.08 -0.30 -0.73
N 4.52941 2.11212 -0.89444 0.18 0.02 -0.04 -0.45
N -5.08446 1.27408 1.62359 -0.02 -0.23 0.06 -0.72
O -1.95492 -2.54451 -0.00502 0.37 -0.49 -0.78 -0.60
O -1.27558 -1.50176 -1.87099 -0.09 -0.16 0.13 -0.42
O -2.83886 -0.52300 1.11917 -0.42 0.94 0.12 -0.59
O -3.80432 -0.79810 -0.88862 -0.39 0.42 0.01 -0.56
S -2.43183 2.42349 -1.27072 -0.11 -0.01 0.01 -0.20
```
Positions in Å, forces in eV/Å.



# 3
Below is C39H48P2PtSi as an isolated structure at a distorted geometry, with properties calculated with ωB97M-V/def2-TZVPD.

Results
multiplicity = 5
total charge = +2
LUMO (alpha / beta) = -0.2114 / -0.2761 hartree
energy relative to the best compared isomer or geometry (same formula, charge and spin) = 190.3 kJ/mol

```
91
Properties=species:S:1:pos:R:3:forces:R:3:mulliken_spin:R:1
Pt -1.62950 0.75822 -2.92255 0.62 -1.61 4.10 0.71
C -2.93022 1.01714 -4.74154 -1.15 0.43 -1.41 -0.01
C -2.04857 -0.23997 -4.59774 -0.28 -1.94 -2.09 0.53
C -0.95609 -0.37821 -5.65854 0.16 -0.40 -0.16 0.05
C 0.21373 0.61313 -5.43023 -0.40 -0.46 -0.17 0.07
C 0.11050 1.18518 -4.02355 0.66 2.07 -1.09 -0.08
C -0.67094 2.38292 -3.79573 2.30 0.35 -1.08 0.28
C -1.36240 3.03980 -4.98738 -0.50 0.65 0.48 0.02
C -2.41850 2.13949 -5.63161 0.06 -0.17 -0.31 0.02
C 1.60867 0.22411 -0.97773 0.28 0.59 0.72 0.00
H -3.73572 0.49885 -5.30461 -0.07 0.73 0.15 0.04
H -2.68091 -1.14925 -4.51501 0.42 0.59 -0.09 -0.05
H -1.44182 -0.15352 -6.61650 0.17 -0.36 -0.02 0.01
H -0.55524 -1.40594 -5.72978 -0.44 0.40 0.19 0.00
H 1.19217 0.11930 -5.54360 -0.45 0.03 0.10 0.00
H 0.18265 1.38293 -6.22869 0.06 -0.11 0.73 -0.01
H 1.03746 1.07732 -3.47671 -0.31 -0.04 0.38 0.02
H -0.26023 3.03656 -3.02381 -0.35 0.05 -0.03 0.00
H -0.62775 3.41062 -5.73371 -0.18 -0.44 0.49 0.01
H -1.88298 3.94942 -4.65653 0.33 -0.20 0.03 0.00
H -3.29456 2.73132 -5.90604 0.15 0.02 -0.11 0.00
H -2.03809 1.67012 -6.54391 -0.17 0.32 0.04 0.01
H 0.90167 0.92361 -1.46027 0.52 -0.52 -0.08 -0.02
H 2.10870 0.79788 -0.18046 -0.24 -0.34 0.03 0.00
H 1.02382 -0.59134 -0.53774 0.35 0.18 -0.14 0.01
P -0.80031 -1.63262 -2.57586 1.81 1.29 0.94 0.32
P 2.92135 -0.42821 -2.03806 -1.69 0.44 -0.12 0.07
C 0.81834 -2.11738 -3.11981 -2.49 -1.43 0.86 0.34
C 1.98261 -1.36208 -3.27168 1.72 0.27 -0.54 0.57
C -2.20883 -2.72729 -2.23246 -1.01 -0.80 -0.35 0.11
C -2.77140 -3.74394 -3.04691 0.26 0.03 0.30 0.03
C -3.79332 -4.57103 -2.55342 0.03 0.12 0.10 0.00
C -4.25780 -4.42404 -1.23756 0.47 0.33 -0.13 0.02
C -3.80450 -3.34060 -0.47199 -0.17 -0.20 -0.20 0.00
C -2.87029 -2.46150 -1.00479 0.76 0.37 -0.19 0.04
C -3.65560 1.50547 -3.41217 -1.48 0.07 -0.90 -0.05
C -3.85238 2.85150 -2.95785 0.74 -0.47 -0.31 0.15
C -5.02931 3.19093 -2.31508 -0.53 0.28 0.56 -0.04
C -6.06749 2.25161 -2.14463 0.56 0.10 -0.14 0.12
C -5.84169 0.91976 -2.51203 -0.26 -0.49 0.28 -0.04
C -4.66229 0.54430 -3.11654 0.24 0.51 0.53 0.11
C 4.05282 -1.45021 -1.03858 0.50 -0.50 -0.01 0.03
C 3.55769 -2.67416 -0.52844 -0.01 0.18 -0.17 0.01
C 4.39885 -3.55792 0.15180 -0.01 0.12 -0.08 0.00
C 5.75321 -3.25213 0.33356 -0.16 0.33 -0.27 0.00
C 6.25199 -2.03288 -0.14699 -0.21 -0.21 0.01 0.00
C 5.41462 -1.14386 -0.83245 -0.09 0.25 -0.20 0.00
C 3.56182 1.01222 -2.93384 0.57 0.37 -0.48 0.02
C 3.35834 2.33557 -2.47647 -0.04 -0.38 0.19 0.00
C 3.83632 3.42538 -3.20686 -0.05 -0.04 0.15 0.00
C 4.56708 3.21211 -4.37770 -0.03 -0.22 0.06 0.00
C 4.75030 1.91523 -4.86596 -0.15 -0.26 0.22 0.00
C 4.21569 0.82100 -4.17189 0.24 -0.02 0.29 0.01
H 0.89256 -3.18297 -3.37763 -0.21 0.36 -0.53 0.04
H 2.59932 -1.56539 -4.17143 -0.37 -0.10 0.58 -0.06
H -2.40616 -3.87330 -4.06348 0.01 -0.19 0.19 0.00
H -4.23656 -5.35563 -3.17778 0.37 0.37 0.16 0.00
H -4.96467 -5.13684 -0.80914 0.15 0.26 -0.24 0.00
H -4.17009 -3.19598 0.54895 0.03 0.09 -0.45 0.00
H -2.60018 -1.54259 -0.47643 -0.10 -0.58 -0.02 -0.02
H -3.01601 3.56419 -3.04962 -0.85 -0.24 -0.08 0.01
H -5.17271 4.20953 -1.91297 0.16 -0.63 -0.40 0.00
H -7.03056 2.54837 -1.72197 0.42 -0.07 -0.08 0.00
H -6.59448 0.14890 -2.33300 0.10 0.37 -0.05 0.00
H -4.44547 -0.48073 -3.41486 -0.48 0.10 0.03 0.01
H 2.51290 -2.94996 -0.69258 0.26 0.05 0.07 0.00
H 3.99917 -4.50561 0.52329 0.12 0.38 -0.15 0.00
H 6.42295 -3.97074 0.82024 -0.34 0.38 -0.15 0.00
H 7.30974 -1.79802 0.00001 -0.44 0.03 -0.12 0.00
H 5.83145 -0.20900 -1.22555 -0.16 -0.37 0.15 0.00
H 2.82620 2.51382 -1.53563 0.25 -0.03 -0.37 0.00
H 3.65542 4.44633 -2.83859 0.16 -0.60 -0.19 0.00
H 5.01287 4.05462 -4.90392 -0.18 -0.18 0.08 0.00
H 5.33471 1.74437 -5.77359 -0.30 0.07 0.28 0.00
H 4.35006 -0.19688 -4.56532 0.06 0.54 0.14 0.00
C -0.46012 1.39360 2.17404 0.04 0.34 -0.28 0.01
Si -1.40301 0.26254 1.00355 -0.50 -0.44 0.61 -0.03
C -0.50939 -1.40873 1.15773 0.22 -0.13 -0.16 0.02
C -3.08154 -0.05254 1.84068 0.15 0.21 -0.22 0.01
C -1.85216 1.09191 -0.71535 -0.09 0.44 1.06 0.54
H -0.45238 0.95373 3.18719 -0.04 0.07 -0.45 0.00
H -0.94616 2.37844 2.24432 0.22 -0.21 0.02 0.00
H 0.58517 1.53656 1.86212 -0.24 0.05 0.13 0.00
H -0.77628 -1.82708 2.14504 -0.02 0.24 -0.35 0.00
H -0.79735 -2.15335 0.40734 0.19 0.07 0.21 0.00
H 0.58513 -1.32147 1.16043 -0.24 -0.04 0.06 0.00
H -3.57289 0.91616 2.01996 -0.03 -0.32 -0.03 0.00
H -3.74673 -0.67763 1.22725 0.05 0.20 0.20 0.00
H -2.94250 -0.54848 2.81612 -0.01 0.19 -0.37 0.00
H -2.94170 1.31238 -0.59516 0.62 -0.21 -0.37 0.01
H -1.35882 2.08775 -0.76600 -0.09 -0.34 0.00 0.02
```
Positions in Å, forces in eV/Å.



# 4
Below is one molecule with the formula C4H8Si at a distorted geometry, with properties calculated with ωB97M-V/def2-TZVPD.

Results
multiplicity = 1
LUMO = 0.0300 hartree
SMILES = C#C[SiH](C)C
energy relative to the best compared isomer or geometry (same formula, charge and spin) = 192.6 kJ/mol

```
13
Properties=species:S:1:pos:R:3:forces:R:3:mulliken_charge:R:1
C 3.41818 -0.16705 -0.16892 -0.27 -0.51 0.18 0.26
C 2.23769 -0.14802 0.09663 -2.94 0.33 1.48 -0.94
C -0.51301 1.53346 -0.16484 2.08 1.59 3.28 -1.09
C -0.78363 -1.44329 -0.24936 1.48 -0.88 4.90 -1.01
Si 0.09075 -0.03215 0.74370 1.51 0.44 -2.18 0.56
H 4.44765 -0.38872 -0.34866 -0.10 0.30 -0.12 0.38
H -0.68704 1.39536 -1.15349 0.12 -0.88 -3.28 0.39
H -1.52750 1.83232 0.14872 0.64 0.39 0.67 0.35
H 0.34932 2.35115 -0.08277 -2.28 -1.35 0.06 0.26
H -1.49070 -1.93610 0.45606 0.24 0.18 -0.78 0.27
H -1.23413 -1.00317 -1.02593 -1.97 1.65 -2.84 0.34
H -0.08767 -2.15766 -0.61074 0.67 -0.75 -0.19 0.33
H -0.27058 0.15753 2.24878 0.82 -0.52 -1.18 -0.10
```
Positions in Å, forces in eV/Å.